{
  "formula": "C21H16N4O11RuS",
  "method": "wB97M-V/def2-TZVPD",
  "relative_energy_ev": 0.2313,
  "lumo_energy_ev": -1.4833,
  "orbital_gap_ha": 0.304,
  "symbols": ["Ru", "O", "C", "O", "C", "C", "N", "N", "C", "C", "O", "O", "H", "H", "H", "C", "S", "O", "O", "O", "H", "H", "H", "C", "C", "C", "C", "C", "C", "C", "C", "N", "H", "H", "H", "H", "H", "H", "O", "C", "O", "C", "C", "C", "C", "C", "C", "N", "O", "O", "H", "H", "H", "H"],
  "positions_angstrom": [[0.3735, -0.2623, 1.0412], [3.7900, 3.8746, -1.1552], [4.4742, 2.7525, -1.0207], [5.6455, 2.6611, -1.2814], [3.7364, 1.5659, -0.4935], [4.3187, 0.3299, -0.2897], [3.3707, -0.4947, 0.1821], [2.2026, 0.1456, 0.2936], [2.4007, 1.3897, -0.1104], [1.1815, 2.2525, -0.0855], [1.2400, 3.4187, -0.4437], [0.1344, 1.6209, 0.3120], [2.8382, 3.7890, -0.8773], [5.3327, 0.0096, -0.4575], [3.4368, -1.4699, 0.4222], [-0.1501, -0.4004, 4.7881], [-0.3580, 0.7447, 3.4689], [-0.8426, 1.9737, 3.9847], [0.9730, 0.7773, 2.7511], [-1.2267, 0.0822, 2.4398], [0.5846, 0.0147, 5.4744], [0.1905, -1.3455, 4.3715], [-1.1101, -0.5117, 5.2881], [-1.3809, -0.4059, -0.1519], [-2.0237, -1.7427, -0.1138], [-2.0079, -2.5509, -1.2512], [-2.5383, -3.8295, -1.2260], [-3.0899, -4.3155, -0.0454], [-3.1571, -3.5050, 1.0875], [-2.6357, -2.2253, 1.0476], [-3.5513, -5.6739, 0.0206], [-3.8859, -6.7718, 0.0839], [-1.9760, 0.3856, 0.2903], [-1.0301, -0.1283, -1.1415], [-1.5476, -2.1810, -2.1583], [-2.5049, -4.4585, -2.1054], [-3.6096, -3.8866, 1.9929], [-2.6724, -1.5992, 1.9268], [0.6836, -1.8715, -0.2726], [0.6157, -2.6997, 0.7000], [0.5565, -2.1978, 1.8592], [0.5301, -4.1548, 0.4623], [0.7569, -4.6623, -0.8136], [0.5803, -6.0129, -1.0564], [0.1680, -6.8153, -0.0070], [-0.0646, -6.3363, 1.2678], [0.1250, -4.9841, 1.5005], [-0.0336, -8.2615, -0.2639], [0.0692, -8.6405, -1.4117], [-0.2796, -8.9672, 0.6890], [1.0483, -3.9940, -1.6124], [0.7418, -6.4459, -2.0317], [-0.3976, -7.0109, 2.0418], [-0.0622, -4.5605, 2.4775]],
  "forces_ev_per_a": [[0.14, -0.11, 0.14], [-0.02, -0.02, 0.01], [0.01, 0.08, 0.15], [-0.02, -0.03, -0.06], [0.03, -0.07, -0.05], [0.01, 0.02, -0.01], [-0.08, -0.04, 0.03], [0.17, 0.05, -0.09], [-0.03, 0.00, 0.04], [0.00, -0.03, 0.02], [0.03, 0.03, 0.01], [0.01, 0.19, -0.22], [-0.02, -0.03, -0.07], [0.01, 0.01, 0.00], [0.02, 0.00, -0.01], [-0.05, -0.03, 0.02], [0.19, -0.22, -0.20], [0.09, 0.06, 0.03], [-0.36, 0.21, 0.14], [-0.01, -0.13, 0.15], [0.00, 0.02, -0.01], [0.00, 0.01, -0.01], [0.00, 0.00, -0.01], [-0.03, 0.12, 0.07], [-0.07, 0.10, -0.02], [0.01, -0.11, 0.03], [0.04, 0.10, -0.01], [-0.01, -0.02, 0.05], [0.02, 0.04, -0.04], [-0.01, -0.05, -0.06], [-0.03, -0.08, 0.00], [0.01, 0.01, 0.00], [0.00, 0.02, -0.03], [-0.01, 0.00, 0.00], [0.00, 0.02, 0.00], [-0.01, -0.01, 0.00], [0.00, -0.01, 0.00], [-0.01, 0.01, 0.00], [-0.09, -0.25, 0.23], [0.01, 0.10, -0.06], [0.05, 0.03, -0.14], [0.04, 0.05, -0.06], [-0.01, -0.02, 0.00], [0.00, 0.03, 0.06], [0.00, -0.06, -0.03], [0.01, 0.05, -0.01], [-0.01, -0.05, 0.05], [-0.01, -0.01, -0.03], [0.00, 0.02, 0.03], [0.00, 0.02, 0.00], [0.00, 0.01, 0.01], [0.00, -0.01, 0.00], [0.01, -0.01, 0.00], [0.00, 0.00, 0.00]]
}

=====

{
  "formula": "C18H19BN2",
  "method": "wB97M-V/def2-TZVPD",
  "relative_energy_ev": 0.0000,
  "lumo_energy_ev": -1.9470,
  "orbital_gap_ha": 0.242,
  "symbols": ["C", "N", "C", "C", "C", "C", "C", "C", "C", "C", "C", "C", "C", "C", "C", "C", "C", "C", "H", "H", "H", "H", "H", "H", "H", "H", "H", "H", "H", "H", "H", "H", "H", "H", "H", "B", "H", "H", "C", "N"],
  "positions_angstrom": [[4.4897, 1.4921, 0.2991], [3.1622, 0.9199, 0.2336], [2.0055, 1.6327, 0.3348], [0.8980, 0.7496, 0.3457], [-0.4425, 1.1412, 0.4751], [-1.5594, 0.2459, 0.3039], [-1.6248, -0.6731, -0.7757], [-2.6643, -1.5966, -0.8598], [-3.6426, -1.6603, 0.1376], [-4.6814, -2.7401, 0.1014], [-3.6404, -0.6990, 1.1579], [-2.6484, 0.2697, 1.2125], [1.4698, -0.6036, 0.2585], [0.9660, -1.8863, 0.4039], [1.8300, -2.9916, 0.3115], [3.2119, -2.8106, 0.1457], [3.7586, -1.5145, 0.0946], [2.8728, -0.4459, 0.1519], [5.2264, 0.6933, 0.1824], [4.6249, 2.2388, -0.4928], [4.6506, 1.9892, 1.2663], [1.9886, 2.7173, 0.3702], [-0.6159, 2.0528, 1.0592], [-0.8426, -0.6563, -1.5368], [-2.7041, -2.2954, -1.6964], [-5.3774, -2.6263, 0.9364], [-5.2603, -2.7288, -0.8305], [-4.2137, -3.7291, 0.1830], [-4.4344, -0.7222, 1.9057], [-2.6623, 1.0387, 1.9902], [-0.0968, -2.0186, 0.5954], [1.4165, -3.9985, 0.3664], [3.8684, -3.6770, 0.0719], [4.8231, -1.3280, 0.0137], [-0.7409, 2.6549, -0.7801], [-1.0587, 3.8550, -1.1391], [-2.1339, 3.8391, -1.7204], [-1.1028, 4.5515, -0.1377], [0.0358, 4.4430, -2.1089], [0.8487, 4.8768, -2.8303]],
  "forces_ev_per_a": [[0.40, 0.38, -0.05], [-1.29, 0.82, -0.05], [0.28, -1.21, 0.14], [0.62, -0.06, -0.33], [0.20, 0.80, 0.91], [-1.06, -0.56, -0.51], [-0.07, 0.06, 0.34], [0.45, 0.36, 0.08], [0.07, 0.26, 0.01], [-0.25, -0.14, 0.09], [0.09, -0.08, -0.18], [0.62, 0.19, -0.09], [0.57, 0.42, -0.15], [0.01, -0.81, -0.08], [-0.17, 0.62, 0.05], [0.12, 0.67, -0.07], [-0.45, -0.53, 0.00], [-0.43, -0.06, 0.39], [-0.15, 0.29, 0.00], [-0.01, -0.26, 0.12], [-0.07, -0.24, -0.24], [0.09, -0.18, -0.07], [-0.07, -0.39, -0.37], [-0.24, 0.02, 0.21], [0.04, 0.18, 0.21], [0.04, -0.07, -0.13], [0.17, 0.06, 0.15], [-0.07, 0.17, -0.03], [0.24, 0.08, -0.19], [-0.02, -0.30, -0.21], [0.30, -0.19, -0.15], [0.14, 0.28, 0.06], [-0.16, 0.25, 0.03], [-0.07, -0.28, 0.01], [-0.07, 0.21, -0.32], [-0.30, 0.09, 0.08], [0.22, -0.24, 0.23], [0.02, -0.27, 0.05], [1.44, 0.35, -1.09], [-1.18, -0.68, 1.15]]
}

=====

{
  "formula": "C22H29N3O",
  "method": "wB97M-V/def2-TZVPD",
  "relative_energy_ev": 18.3598,
  "lumo_energy_ev": 0.4564,
  "smiles": "CC(=O)N1CCN(c2ccc(NCc3ccc(C(C)C)cc3)cc2)CC1",
  "orbital_gap_ha": 0.254,
  "symbols": ["C", "C", "O", "N", "C", "C", "N", "C", "C", "C", "C", "N", "C", "C", "C", "C", "C", "C", "C", "C", "C", "C", "C", "C", "C", "C", "H", "H", "H", "H", "H", "H", "H", "H", "H", "H", "H", "H", "H", "H", "H", "H", "H", "H", "H", "H", "H", "H", "H", "H", "H", "H", "H", "H", "H"],
  "positions_angstrom": [[-6.9929, -2.6897, 0.5304], [-6.7963, -1.4276, -0.3723], [-7.5828, -1.0595, -1.2787], [-5.8759, -0.6143, -0.0780], [-4.8793, -1.0430, 0.7747], [-4.2377, 0.2879, 1.4544], [-3.5603, 1.0338, 0.0013], [-2.2784, 1.4785, 0.0466], [-1.6023, 1.8732, 1.3142], [-0.3998, 2.5747, 1.3620], [0.3352, 2.5124, 0.0835], [1.7451, 2.8066, 0.3037], [2.8645, 2.7971, -0.7611], [3.4721, 1.4374, -0.3515], [2.8044, 0.2513, -0.0956], [3.4294, -0.8280, 0.3464], [4.9018, -0.8937, -0.0172], [5.6897, -2.1412, 0.1069], [6.6763, -2.1698, 1.2969], [6.2625, -2.7773, -1.1605], [5.4921, 0.1804, -0.3647], [4.8618, 1.4814, -0.9717], [-0.1269, 1.7886, -1.1094], [-1.4249, 1.5830, -0.9786], [-4.2735, 0.6372, -1.0990], [-5.5569, 0.5406, -0.8682], [-5.9285, -3.1936, 0.2910], [-7.7897, -3.3733, 0.1450], [-7.1383, -2.5281, 1.6042], [-4.2474, -1.6927, 0.5856], [-5.3296, -1.2307, 1.7847], [-4.9769, 1.1839, 1.8169], [-3.3472, 0.2072, 1.9665], [-2.3080, 1.8986, 2.2701], [-0.0561, 2.7970, 2.5147], [2.0116, 3.0111, 1.2798], [3.3584, 3.6483, -0.5562], [2.4113, 2.6123, -1.5430], [1.7740, 0.3343, 0.2219], [3.0187, -1.7744, 0.8202], [4.9678, -3.0414, 0.3399], [7.5424, -1.4662, 0.9149], [7.2541, -2.9765, 1.3262], [6.3067, -1.7897, 1.9933], [6.6907, -3.9090, -1.0532], [5.4091, -3.0013, -1.9163], [7.0112, -1.9209, -1.5384], [6.6239, -0.0842, -0.7546], [5.4719, 2.2081, -1.0999], [0.3357, 1.9449, -1.7961], [-1.8553, 1.1298, -2.0825], [-4.1789, 1.7027, -1.8532], [-3.8206, -0.0268, -1.7486], [-6.1866, 0.3667, -1.7444], [-5.9714, 1.3437, -0.3029]],
  "forces_ev_per_a": [[2.19, -1.13, -2.32], [-6.72, -1.28, -1.83], [0.14, -1.88, 0.83], [3.67, 0.61, 1.09], [-4.42, 8.98, 8.64], [-1.12, 3.12, -6.12], [-0.83, -1.01, 5.56], [1.99, 0.62, 4.12], [-3.57, 1.10, 0.70], [-0.42, -2.01, -0.02], [3.67, -0.86, 2.41], [-1.84, 1.28, -0.74], [-1.61, -3.95, 11.08], [6.05, 3.86, -6.51], [-2.29, 1.50, 2.45], [4.39, -3.65, -0.96], [-4.97, -3.54, 2.88], [-1.53, -5.27, 1.77], [5.61, 0.20, -13.72], [0.74, 0.11, -1.91], [5.27, 5.79, -6.73], [-5.80, -10.53, 7.85], [-6.05, 2.08, 18.47], [-4.32, -4.04, -7.52], [7.95, 6.72, -4.75], [-9.66, -1.50, 0.30], [-2.43, 0.35, 1.15], [0.71, 0.90, 0.13], [0.31, 0.22, -0.40], [6.09, -6.01, -2.48], [-0.14, -1.34, -0.84], [1.64, -2.88, -0.57], [1.35, -0.72, 1.69], [1.78, -0.21, -1.92], [-0.22, -0.08, -3.57], [-0.25, -0.14, -1.22], [2.38, 2.52, -0.25], [-4.01, -0.63, -8.29], [-0.37, 0.22, -0.41], [0.05, 1.51, -0.86], [0.44, 1.85, 0.23], [-1.44, -0.48, 0.91], [1.46, -4.08, 0.85], [-5.44, 5.27, 11.42], [-0.39, 3.11, 0.25], [1.45, 1.01, 0.98], [-1.14, -2.58, -0.02], [-2.39, 1.27, 1.23], [3.43, 5.20, -1.26], [9.31, 2.18, -14.82], [0.68, 1.30, 2.94], [-0.34, -2.62, 1.38], [0.91, -2.20, -1.15], [0.26, 0.55, -0.15], [-0.21, 1.16, 0.02]]
}

=====

{
  "formula": "C30H51Cl8F12NO8",
  "method": "wB97M-V/def2-TZVPD",
  "lumo_energy_ev": 0.2956,
  "smiles": "CCOC(=O)C(F)(F)F.CCOC(=O)C(F)(F)F.CCOC(=O)C(F)(F)F.CCOC(=O)C(F)(F)F.CCN(CC)CC.ClCCCl.ClCCCl.ClCCCl.ClCCCl",
  "orbital_gap_ha": 0.313,
  "symbols": ["C", "C", "O", "C", "O", "C", "F", "F", "F", "H", "H", "H", "H", "H", "C", "C", "O", "C", "O", "C", "F", "F", "F", "H", "H", "H", "H", "H", "C", "C", "O", "C", "O", "C", "F", "F", "F", "H", "H", "H", "H", "H", "C", "C", "O", "C", "O", "C", "F", "F", "F", "H", "H", "H", "H", "H", "C", "C", "N", "C", "C", "C", "C", "H", "H", "H", "H", "H", "H", "H", "H", "H", "H", "H", "H", "H", "H", "H", "Cl", "C", "C", "Cl", "H", "H", "H", "H", "Cl", "C", "C", "Cl", "H", "H", "H", "H", "Cl", "C", "C", "Cl", "H", "H", "H", "H", "Cl", "C", "C", "Cl", "H", "H", "H", "H"],
  "positions_angstrom": [[-5.4921, -0.5061, -0.1462], [-5.2143, -1.9776, 0.3017], [-5.2133, -2.0987, 1.6995], [-6.2672, -1.8969, 2.5152], [-7.4350, -1.6907, 2.0789], [-5.9953, -1.9261, 4.0314], [-4.9122, -2.6910, 4.3372], [-5.7636, -0.6618, 4.4270], [-7.1655, -2.4156, 4.6536], [-4.7924, 0.1364, 0.3883], [-6.5531, -0.2996, -0.0060], [-5.3560, -0.4922, -1.2276], [-4.2790, -2.2843, -0.1666], [-6.0234, -2.5837, -0.1060], [-0.1433, -6.3500, -0.5645], [0.8820, -5.5636, 0.2897], [1.6993, -4.7701, -0.5441], [2.5967, -5.3291, -1.4147], [2.8536, -6.5351, -1.3588], [3.1837, -4.4341, -2.5598], [2.8181, -3.1602, -2.3998], [4.5821, -4.4860, -2.5770], [2.8175, -4.9845, -3.7456], [-0.6796, -5.7238, -1.2774], [-0.7872, -7.0103, 0.0165], [0.2202, -7.1604, -1.1964], [1.4553, -6.2597, 0.9021], [0.4240, -4.8570, 0.9818], [1.9887, 0.2494, -5.7656], [3.4998, 0.0619, -5.4149], [3.6052, -0.2712, -4.0230], [3.5689, 0.7172, -3.0647], [3.3481, 1.9383, -3.2609], [3.8003, 0.1986, -1.6496], [4.2405, -1.0866, -1.6364], [4.6731, 1.0694, -1.0451], [2.6354, 0.1494, -0.9876], [1.9229, 0.4737, -6.8303], [1.5672, 1.0972, -5.2254], [1.4487, -0.6610, -5.5054], [4.0688, 0.9486, -5.6940], [4.0631, -0.6904, -5.9671], [2.0877, -2.4711, 5.3610], [1.7223, -3.0070, 3.9741], [2.8848, -3.2647, 3.1612], [3.2270, -2.4285, 2.2043], [2.4982, -1.5348, 1.8700], [4.6130, -2.6772, 1.5594], [5.3627, -3.4983, 2.2872], [4.4933, -3.2305, 0.3620], [5.2536, -1.5242, 1.4522], [2.7966, -3.1658, 5.8116], [1.2715, -2.3130, 6.0660], [2.6342, -1.5376, 5.2269], [1.0038, -2.3981, 3.4254], [1.2591, -3.9576, 4.2384], [1.6681, 4.8247, -1.5211], [0.5390, 3.7864, -1.6970], [-0.7775, 4.2573, -1.2715], [-1.1391, 5.4009, -2.0088], [-2.6505, 5.6820, -1.9313], [-0.8351, 4.3718, 0.2016], [-0.6478, 3.0970, 1.0067], [2.6408, 4.4069, -1.7808], [1.8370, 5.0539, -0.4690], [1.5161, 5.7481, -2.0800], [0.3759, 3.4979, -2.7354], [0.8239, 2.8458, -1.2255], [-0.6440, 6.2853, -1.6079], [-0.7941, 5.2903, -3.0368], [-3.2189, 4.7550, -2.0058], [-3.0223, 6.2668, -1.0900], [-2.9315, 6.2730, -2.8031], [-1.8411, 4.7232, 0.4307], [-0.1092, 5.0713, 0.6162], [-1.3624, 2.3688, 0.6231], [-0.8282, 3.3210, 2.0581], [0.3461, 2.6684, 0.8783], [-1.2051, -0.2326, 2.8995], [-2.5391, 0.2216, 3.9600], [-1.9743, 0.8007, 5.2657], [-1.2166, -0.3733, 6.3836], [-3.1348, -0.6608, 4.1938], [-3.1712, 0.9423, 3.4411], [-2.6713, 1.4071, 5.8443], [-1.1513, 1.4868, 5.0657], [1.2200, 3.1973, 3.9105], [2.6472, 2.1046, 3.7268], [2.8281, 1.5899, 2.3331], [3.2897, 2.9137, 1.1514], [2.4511, 1.2947, 4.4294], [3.5153, 2.6619, 4.0788], [1.9272, 1.1989, 1.8603], [3.5583, 0.7866, 2.2354], [-3.8707, 2.2535, -2.7629], [-2.2810, 2.0804, -3.4700], [-2.1452, 2.9633, -4.6777], [-0.4472, 3.0537, -5.3311], [-2.1450, 1.0075, -3.6064], [-1.5861, 2.3237, -2.6663], [-2.5114, 3.9554, -4.4138], [-2.8034, 2.6586, -5.4913], [-2.2632, -0.3004, -0.9380], [-0.4538, -0.3723, -0.6711], [0.0451, -1.7762, -0.4677], [-0.0627, -2.6844, -2.0114], [-0.3001, 0.2504, 0.2102], [-0.0169, 0.1234, -1.5380], [-0.5199, -2.3321, 0.2805], [1.0443, -1.7133, -0.0369]],
  "forces_ev_per_a": [[-0.15, -1.61, 0.13], [-1.79, 1.57, -1.90], [0.71, -0.18, 3.24], [-3.93, 0.33, -4.24], [4.21, -0.65, 1.96], [-0.90, -0.85, 0.10], [-1.43, 0.75, 0.10], [-0.19, -0.79, 0.28], [2.89, 0.99, -0.87], [-0.30, 0.33, -0.26], [0.22, 0.39, 0.46], [0.41, 0.29, 0.01], [0.19, -0.28, 0.95], [0.03, -0.25, 0.05], [0.00, -0.57, -0.13], [-0.72, -1.66, -0.44], [2.06, 1.36, -1.93], [-0.91, -3.71, 1.66], [-0.11, 3.07, -0.55], [1.54, -0.39, 0.30], [0.28, -0.97, -0.81], [-2.17, 0.14, 0.43], [-0.20, 1.10, 1.04], [-0.31, 0.26, 0.51], [-0.54, 0.84, 0.60], [1.25, 0.36, -0.10], [0.32, 0.00, -0.17], [-0.21, 0.03, -0.28], [1.44, -0.28, -0.03], [-1.02, 0.97, -0.50], [0.60, 1.25, 2.15], [-0.93, 3.10, -3.17], [0.83, -4.47, 0.62], [0.54, -0.56, 0.24], [0.49, 1.47, 0.18], [-1.10, -1.74, -0.41], [0.20, 0.66, 0.19], [-0.22, -0.18, -0.03], [0.17, -0.11, 0.08], [-0.09, 0.06, -0.18], [-0.17, 0.49, 0.67], [-0.67, -0.63, 0.25], [1.30, 0.52, -0.71], [-1.18, -0.18, 1.01], [1.10, -0.99, 0.58], [-1.61, 0.38, 0.63], [0.57, 0.58, -0.81], [0.02, -0.56, 0.48], [0.06, -0.11, 0.39], [-0.33, 0.07, -0.50], [0.03, 0.44, -0.15], [-0.04, -0.07, 0.08], [-0.24, -0.10, -0.50], [-0.08, 0.25, 0.26], [0.19, 0.06, 0.10], [0.11, -0.33, -0.93], [0.39, -0.62, 0.21], [0.25, 0.26, -0.54], [1.23, -2.37, 1.71], [-1.29, 1.52, 0.64], [-0.14, 0.03, -0.96], [-0.61, 0.33, -0.27], [-0.27, -0.28, -0.99], [-0.09, -0.16, -0.53], [-0.44, 0.25, 0.14], [-0.04, -0.10, 0.02], [0.55, 0.23, -0.28], [-0.12, 0.07, 0.41], [0.33, 0.46, -0.10], [-0.19, -0.13, -0.09], [0.04, -0.01, 0.17], [0.41, -0.21, 0.29], [-0.05, 0.12, -0.15], [0.02, 0.31, 0.09], [0.08, 0.62, -0.23], [-0.18, -0.25, 0.27], [0.02, -0.20, -0.12], [0.10, 0.12, 0.22], [0.27, -0.26, -0.38], [-0.11, 0.01, 1.36], [0.52, 0.92, -0.22], [-0.32, -0.28, -0.20], [0.11, -0.02, -0.22], [0.18, 0.08, 0.08], [-0.42, -0.47, -0.12], [-0.08, -0.01, -0.39], [0.37, -0.16, -0.06], [-0.19, 0.14, 0.45], [-0.29, 0.30, -1.40], [0.03, -0.39, 0.67], [0.09, -0.13, -0.18], [-0.08, -0.02, -0.14], [-0.18, -0.03, 0.54], [0.23, 0.31, 0.29], [-1.02, 0.15, 0.11], [1.13, -0.88, 0.67], [-0.35, 0.30, -0.43], [-0.86, -0.05, 0.39], [0.01, 0.10, -0.64], [0.07, 0.48, -0.17], [0.56, 0.18, 0.04], [0.27, -0.32, -0.03], [0.68, -0.12, 0.07], [-0.88, 0.36, 0.09], [-0.19, 0.08, 0.24], [-0.02, 0.22, 0.29], [0.14, -0.15, 0.01], [0.08, -0.20, 0.08], [-0.34, 0.16, -0.18], [0.34, -0.21, -0.69]]
}

=====

Number 1: maximum force 0.4 eV Å⁻¹. Number 2: maximum force 1.8 eV Å⁻¹. Number 3: maximum force 19.6 eV Å⁻¹. Number 4: maximum force 5.8 eV Å⁻¹.